1.
Entry from the Open Molecules 2025 dataset: a molecular structure, C21H28CdNO8S6 (ωB97M-V with the def2-TZVPD basis set).

Results
E_HOMO = -3.92 eV
2S+1 = 1
net charge = -1
relative energy (zero: lowest compared OMol25 entry of this formula, charge and spin) = 0.143 eV

Atoms and positions in Å:
Cd -1.9673 -0.6060 1.6576
C -3.2830 1.7552 -1.9385
C -3.0901 2.8443 -0.9120
O -1.7613 2.8120 -0.4299
C -1.6345 3.4157 0.8442
C -0.2894 3.0790 1.4350
O -0.2026 1.7071 1.7810
C 0.9127 1.0194 1.2519
C 0.7519 0.7523 -0.2266
O -0.4481 0.0389 -0.4451
C -0.8241 0.0295 -1.8058
C -2.2634 -0.4089 -1.9450
O -3.1746 0.4805 -1.3338
H -4.2858 1.8604 -2.3690
H -2.5590 1.8708 -2.7515
H -3.3117 3.8183 -1.3745
H -3.7915 2.6849 -0.0885
H -1.7173 4.5100 0.7598
H -2.4231 3.0510 1.5096
H 0.5064 3.3553 0.7341
H -0.1558 3.6731 2.3457
H 1.8419 1.5818 1.4147
H 0.9767 0.0810 1.7995
H 0.7066 1.6977 -0.7834
H 1.6155 0.1843 -0.5961
H -0.6850 1.0337 -2.2245
H -0.1804 -0.6611 -2.3696
H -2.4882 -0.5250 -3.0152
H -2.4055 -1.3735 -1.4568
S -5.7116 1.9530 7.3889
C -4.8550 1.3631 6.0930
S -3.5147 0.3020 6.2253
C -3.1503 0.0979 4.5237
C -3.9767 0.7684 3.6831
S -3.9641 0.8361 1.9266
S -5.2390 1.7020 4.4560
S -1.7894 -0.9330 4.1519
C 4.4095 2.1095 -2.5328
C 4.0413 0.6813 -2.2399
C 3.0907 0.0166 -3.0054
C 2.7162 -1.2867 -2.7070
C 3.3130 -1.9321 -1.6383
C 4.2846 -1.2987 -0.8725
C 4.6347 0.0053 -1.1727
S 2.8514 -3.5938 -1.2582
O 1.8871 -4.0394 -2.2347
O 4.0451 -4.3789 -1.1029
N 2.1689 -3.3660 0.2067
C 1.2753 -4.4130 0.7232
C -0.1721 -4.2007 0.3095
C -0.7355 -2.8726 0.7878
O 0.0117 -2.0819 1.4166
O -1.9369 -2.6055 0.5106
H 4.0766 2.4083 -3.5261
H 5.4879 2.2596 -2.4721
H 3.9436 2.7818 -1.8088
H 2.6274 0.5275 -3.8414
H 1.9694 -1.8086 -3.2908
H 4.7543 -1.8295 -0.0545
H 5.3843 0.5090 -0.5734
H 1.7711 -2.4394 0.3383
H 1.3649 -4.3830 1.8084
H 1.6397 -5.3828 0.3832
H -0.7990 -5.0014 0.7081
H -0.2744 -4.2362 -0.7766



2.
Entry from the Open Molecules 2025 dataset: 15 unconnected molecules or ions with the total composition C21H28Cl42N2O2 (ωB97M-V with the def2-TZVPD basis set).

Results
E_HOMO = -9.50 eV
2S+1 = 1

Atoms and positions in Å:
N -1.2306 -5.8226 -1.1282
C -2.0718 -4.6374 -1.3477
C -1.3120 -3.3291 -1.5608
O -2.3107 -2.3579 -1.9353
C -0.5457 -2.8578 -0.3069
C 0.9777 -2.7346 -0.4552
C 1.3630 -1.7950 -1.6321
N 1.8404 -2.6645 -2.7187
C 1.7832 -4.0211 -2.3039
O 1.7072 -4.9609 -3.0476
C 1.7556 -4.0119 -0.7976
H -0.6591 -5.9738 -1.9562
H -0.5656 -5.6400 -0.3841
H -2.7623 -4.5186 -0.5113
H -2.6509 -4.8099 -2.2551
H -0.6474 -3.4551 -2.4206
H -1.9405 -1.8180 -2.6409
H -0.8033 -3.5040 0.5377
H -0.9150 -1.8601 -0.0661
H 1.3495 -2.3870 0.5101
H 2.1100 -1.0728 -1.3009
H 0.4720 -1.2644 -1.9656
H 2.7274 -2.3964 -3.1191
H 1.4749 -4.9324 -0.2920
H 2.7872 -3.8125 -0.4843
C 4.6167 -0.2149 3.8526
Cl 4.3498 0.6049 2.3035
Cl 3.1233 -0.2903 4.7831
Cl 5.3000 -1.8188 3.6113
H 5.3346 0.3706 4.4122
C -1.6150 1.6514 -2.4017
Cl -0.9208 0.6025 -3.6525
Cl -3.1075 2.3775 -2.9718
Cl -1.9006 0.7177 -0.9358
H -0.8965 2.4340 -2.1916
C 8.0654 0.2537 6.2429
Cl 7.7925 1.3137 4.8589
Cl 6.5417 -0.0647 7.0787
Cl 8.8343 -1.2553 5.7533
H 8.7283 0.7677 6.9247
C -6.7412 0.4778 -1.5247
Cl -8.1316 0.0986 -2.5412
Cl -5.3792 -0.5867 -1.8820
Cl -6.2788 2.1736 -1.6898
H -7.0340 0.3200 -0.4948
C -8.9285 1.7696 2.1993
Cl -10.2516 1.4033 1.0953
Cl -7.5772 0.6586 1.9405
Cl -8.4029 3.4410 2.0250
H -9.2808 1.6282 3.2122
C 5.5004 -1.0967 11.1760
Cl 4.2423 -0.6239 10.0299
Cl 5.0447 -2.5628 12.0411
Cl 7.0458 -1.2984 10.3546
H 5.6063 -0.2998 11.8997
C -3.0519 -0.0357 -6.8476
Cl -3.9672 -0.5155 -5.4254
Cl -3.8154 -0.6150 -8.3261
Cl -2.8444 1.7208 -6.8906
H -2.0662 -0.4775 -6.7826
C 3.0266 3.1513 -1.6829
Cl 2.1075 2.2829 -2.9156
Cl 2.2522 4.6919 -1.3222
Cl 3.2288 2.1948 -0.2155
H 4.0105 3.3529 -2.0861
C -12.0282 -0.8246 -3.5764
Cl -13.6382 -1.4268 -3.9722
Cl -11.9768 -0.2122 -1.9222
Cl -10.8094 -2.0730 -3.8251
H -11.8059 -0.0021 -4.2431
C 9.4078 3.5932 9.4727
Cl 10.8579 2.6817 9.8857
Cl 9.7555 4.8200 8.2556
Cl 8.1255 2.5115 8.9189
H 9.0570 4.0933 10.3655
C 6.3152 5.0867 3.5316
Cl 7.2798 5.1664 5.0079
Cl 5.7251 3.4466 3.2546
Cl 4.9776 6.2330 3.5863
H 6.9534 5.3557 2.7006
C -4.3639 5.1112 -8.1472
Cl -6.1185 4.9742 -8.2325
Cl -3.6580 5.2075 -9.7604
Cl -3.8858 6.4984 -7.1666
H -3.9824 4.2191 -7.6699
C -3.4524 -8.0916 -0.9107
Cl -4.8837 -7.0607 -0.8183
Cl -3.1962 -8.9413 0.6154
Cl -3.5861 -9.2342 -2.2502
H -2.5937 -7.4484 -1.0836
C 3.4244 6.9070 -4.3825
Cl 1.6997 6.5587 -4.3335
Cl 3.9008 7.9430 -3.0386
Cl 4.3697 5.4111 -4.3894
H 3.6367 7.4316 -5.3043



3.
Entry from the Open Molecules 2025 dataset: 2 unconnected molecules or ions with the total composition C21H28Cl4FNO3 at a distorted geometry (ωB97M-V with the def2-TZVPD basis set).

Results
E_HOMO = -9.32 eV
SMILES string = CC[C@@H](Cl)C1=C(CCCCl)C(=O)C(/C(Cl)=C(/C)Cl)=C(C[C@H](C)F)C1=O.CNC(C)=O
2S+1 = 1

Atoms and positions in Å:
C 1.4402 -5.4310 -1.3765
C 0.9359 -4.0442 -2.1614
C 0.0037 -3.2032 -1.1076
Cl 0.7066 -3.1630 0.6454
C -0.3820 -1.6814 -1.5779
C 0.6222 -0.5770 -1.8460
C 2.2355 -0.8307 -1.7005
C 3.0513 0.6086 -1.4826
C 4.4358 0.4175 -0.5908
Cl 5.7803 1.5975 -1.1841
C -0.0464 0.8988 -2.2617
O 0.4515 1.7081 -3.2009
C -1.4406 1.2725 -1.4163
C -1.7866 2.7561 -0.8092
Cl -1.5977 3.0041 1.0479
C -2.2462 3.8573 -1.6980
C -2.5943 5.3010 -0.9935
Cl -2.4185 3.5645 -3.5277
C -2.4444 0.1673 -1.1510
C -3.8339 0.3487 -0.3010
C -4.2941 -1.0919 0.4129
C -5.5306 -1.8039 -0.4128
F -4.8565 -0.7662 1.7766
C -2.0054 -1.3250 -1.7660
O -2.8426 -2.1563 -2.3911
H 2.5075 -5.2160 -0.9266
H 1.4556 -6.3475 -2.1316
H 0.6717 -5.7517 -0.5214
H 0.2099 -4.4375 -3.0225
H 1.8256 -3.4345 -2.6152
H -1.0266 -3.7967 -0.9998
H 2.6629 -1.3125 -2.6827
H 2.5161 -1.4935 -0.7779
H 2.3448 1.3678 -0.9027
H 3.4015 1.0313 -2.5285
H 4.2564 0.6868 0.5561
H 4.8037 -0.6932 -0.7188
H -2.7317 6.0993 -1.8383
H -1.7952 5.5707 -0.1811
H -3.6388 5.1654 -0.4513
H -4.7047 0.6550 -1.0292
H -3.7001 1.1008 0.6000
H -3.3920 -1.8153 0.6048
H -5.2986 -1.7876 -1.5599
H -5.6820 -2.9091 -0.0499
H -6.5561 -1.2166 -0.2633
C 3.2571 0.2890 4.5986
C 2.9608 1.0630 3.3440
O 3.3240 0.6774 2.2359
N 2.2636 2.2298 3.4672
C 1.7562 2.8416 4.6728
H 3.8172 -0.6162 4.3485
H 3.8642 0.8951 5.2766
H 2.3231 -0.0054 5.0849
H 2.1001 2.6977 2.5831
H 0.6727 2.9412 4.5730
H 2.2021 3.8349 4.7632
H 1.9859 2.2584 5.5655



Per-record LUMO level, eV: 1.98, 0.09, -1.65